# 1
{"formula": "C4H9IO", "method": "ωB97M-V with the def2-TZVPD basis set", "elements": ["C", "C", "C", "O", "C", "I", "H", "H", "H", "H", "H", "H", "H", "H", "H"], "xyz": [[1.0331, 0.1752, -1.2571], [0.2213, -0.0893, 0.1921], [-0.6321, -1.4843, 0.1986], [1.1299, -0.0884, 1.2950], [-0.7367, 1.1453, 0.2022], [-1.9890, 1.2929, 1.9342], [1.7438, 0.9583, -1.1504], [0.2682, 0.3646, -1.9911], [1.5145, -0.7713, -1.4132], [-1.3983, -1.4864, 1.1413], [-1.1747, -1.4794, -0.7385], [-0.0984, -2.4219, 0.3034], [1.7117, 0.6382, 1.5941], [-0.2736, 2.1369, 0.3011], [-1.3198, 1.1096, -0.6116]], "forces_ev_per_a": [[-1.911, -1.860, 2.826], [0.684, 1.131, -1.010], [-0.687, 2.189, 2.299], [-0.169, -1.225, 0.395], [2.274, -0.332, 3.530], [-0.296, -0.152, 0.154], [0.417, 0.720, 0.100], [0.047, 0.116, -0.515], [0.459, -0.305, -0.550], [1.766, 0.269, -2.420], [-0.354, -0.141, -0.069], [0.681, 0.267, -0.151], [-1.044, 0.013, -1.235], [0.479, -0.667, -0.515], [-2.345, -0.023, -2.840]], "mulliken_charge": [-1.344, 0.983, -1.107, -0.570, -1.357, 0.017, 0.387, 0.381, 0.362, 0.248, 0.311, 0.367, 0.322, 0.473, 0.525], "lumo_energy_ev": 0.58, "homo_lumo_gap_ha": 0.3604, "homo_ha": -0.339, "e_above_lowest_ev": 0.5204, "fmax_ev_per_a": 4.2, "smiles": "CC(C)(O)CI"}


# 2
{"formula": "C4H9N", "method": "ωB97M-V with the def2-TZVPD basis set", "elements": ["C", "C", "C", "N", "C", "H", "H", "H", "H", "H", "H", "H", "H", "H"], "xyz": [[0.3958, -1.2616, -0.7646], [1.1653, 1.0488, -0.3598], [-0.2594, 1.2441, -0.7414], [0.0909, -0.0154, -0.0442], [-0.5532, -0.1838, 1.2672], [1.4369, -1.5021, -0.5397], [-0.2613, -2.0818, -0.4566], [0.3137, -1.1004, -1.8402], [1.3531, 1.5450, 0.6015], [-0.5906, 1.1283, -1.7773], [-0.9647, 1.8430, -0.1507], [-0.2721, 0.6619, 1.8985], [-1.6468, -0.2166, 1.1729], [-0.2077, -1.1095, 1.7344]], "forces_ev_per_a": [[-0.064, -0.105, -0.121], [0.012, 0.275, 0.329], [-0.223, -0.072, -0.143], [-0.005, -0.111, -0.021], [0.099, 0.040, 0.140], [-0.202, -0.104, -0.038], [-0.071, 0.185, -0.068], [-0.015, 0.041, 0.159], [-0.052, 0.085, -0.082], [0.175, -0.066, 0.160], [0.138, -0.148, -0.123], [-0.078, -0.106, -0.074], [0.248, -0.071, -0.062], [0.038, 0.159, -0.056]], "mulliken_charge": [-1.013, -0.490, -0.548, 0.365, -1.045, 0.331, 0.453, 0.267, 0.131, 0.188, 0.247, 0.374, 0.307, 0.431], "lumo_energy_ev": 0.86, "homo_lumo_gap_ha": 0.2948, "homo_ha": -0.263, "e_above_lowest_ev": 3.5882, "fmax_ev_per_a": 0.4}


# 3
{"formula": "C4H9N", "method": "ωB97M-V with the def2-TZVPD basis set", "elements": ["C", "C", "N", "H", "H", "H", "H", "H", "C", "C", "H", "H", "H", "H"], "xyz": [[0.5431, -2.5971, -0.8162], [1.6487, -2.2550, -0.0860], [2.9973, -2.2444, -0.4628], [0.7568, -2.8469, -1.8783], [-0.4031, -2.8875, -0.3726], [1.4635, -2.0531, 0.9514], [3.8235, -2.2191, 0.0619], [3.2272, -2.7892, -1.3222], [-2.6489, 2.7260, 0.6965], [-2.0182, 3.8718, 0.4454], [-3.6490, 2.6709, 0.4090], [-2.0724, 2.0028, 1.3729], [-2.5892, 4.6290, -0.0250], [-1.0794, 3.9918, 1.0261]], "forces_ev_per_a": [[2.678, -0.197, -0.652], [-0.783, -0.967, 0.174], [-1.310, -0.968, -3.343], [-0.606, 0.070, 0.685], [0.181, 0.601, -0.015], [0.256, 0.229, 0.506], [0.279, 0.380, 1.708], [-0.695, 0.853, 0.939], [2.799, 0.113, 1.590], [0.387, -1.353, 1.858], [-1.445, -0.989, -0.442], [-1.511, 0.635, -1.268], [0.217, 1.019, -0.554], [-0.447, 0.574, -1.186]], "mulliken_charge": [-0.811, 0.133, -0.465, 0.205, 0.252, 0.277, 0.213, 0.197, -0.438, -0.482, 0.263, 0.176, 0.265, 0.215], "lumo_energy_ev": 1.12, "homo_lumo_gap_ha": 0.3409, "homo_ha": -0.300, "e_above_lowest_ev": 2.2471, "fmax_ev_per_a": 3.7, "smiles": "C=CN.C=C"}


# 4
{"formula": "C4H9N", "method": "ωB97M-V with the def2-TZVPD basis set", "elements": ["N", "C", "C", "C", "C", "H", "H", "H", "H", "H", "H", "H", "H", "H"], "xyz": [[-0.8357, -0.5667, -0.3248], [-0.6434, 0.6736, 0.3454], [-1.3501, 0.5174, 1.6633], [-1.4293, -0.8264, 1.9145], [-0.7580, -1.5095, 0.7324], [6.0237, 1.5562, -6.6867], [-0.9850, 1.5210, -0.2480], [0.4013, 0.8754, 0.6836], [6.1236, 2.1104, -6.2135], [-1.5641, 1.2997, 2.3688], [-2.3914, -0.2268, 1.2985], [-1.6622, -1.2642, 2.8719], [-1.2128, -2.4606, 0.4683], [0.2836, -1.6995, 1.1264]], "forces_ev_per_a": [[-0.069, 0.091, 0.177], [-0.560, -0.242, -0.802], [0.865, 0.641, 0.201], [0.851, -0.593, 0.266], [-0.106, -0.022, -0.488], [-0.029, -0.159, -0.136], [0.114, 0.174, 0.095], [0.297, 0.152, 0.177], [0.029, 0.159, 0.136], [-0.412, 0.144, 0.235], [-0.480, -0.072, -0.230], [-0.478, 0.015, 0.122], [0.097, -0.223, 0.118], [-0.120, -0.064, 0.127]], "mulliken_charge": [-0.708, -0.483, -0.372, -0.329, -0.465, 0.001, 0.356, 0.268, -0.001, 0.418, 0.296, 0.407, 0.351, 0.260], "lumo_energy_ev": 0.14, "homo_lumo_gap_ha": 0.2442, "homo_ha": -0.239, "e_above_lowest_ev": 5.8061, "fmax_ev_per_a": 1.1}


# 5
{"formula": "C4H9N", "method": "ωB97M-V with the def2-TZVPD basis set", "elements": ["C", "N", "C", "C", "C", "H", "H", "H", "H", "H", "H", "H", "H", "H"], "xyz": [[1.8645, 0.2172, -0.0583], [0.8035, -0.9319, 0.0307], [-0.4196, -0.4377, 0.6110], [-1.6825, -0.4830, -0.2610], [-0.9696, 0.8971, -0.0152], [1.9801, 0.5049, 1.0479], [2.7520, -0.3897, -0.3654], [1.6820, 1.1799, -0.6024], [0.6873, -1.1540, -0.9815], [-0.5268, -0.5991, 1.7329], [-2.5782, -0.6810, 0.2981], [-1.7607, -1.0085, -1.2676], [-0.2917, 1.3397, -0.7573], [-1.5403, 1.5462, 0.5881]], "forces_ev_per_a": [[0.037, -1.910, 2.676], [1.272, 2.246, -1.759], [-1.317, 0.871, -0.529], [1.150, 0.162, -0.454], [0.108, -2.906, -0.205], [0.244, -0.234, -1.613], [-0.344, 1.267, 0.028], [-0.095, -1.247, -0.015], [-0.483, -0.161, 1.198], [0.158, 0.180, -1.658], [-0.365, 0.373, 0.173], [0.735, 0.848, 1.356], [-0.796, -0.302, 0.211], [-0.302, 0.815, 0.593]], "mulliken_charge": [-0.819, -0.452, -0.050, -0.582, -0.509, 0.270, 0.335, 0.276, 0.298, 0.305, 0.226, 0.206, 0.230, 0.264], "lumo_energy_ev": 1.23, "homo_lumo_gap_ha": 0.3762, "homo_ha": -0.331, "e_above_lowest_ev": 1.9271, "fmax_ev_per_a": 3.3, "smiles": "CNC1CC1"}


# 6
{"formula": "C4H9N", "method": "ωB97M-V with the def2-TZVPD basis set", "elements": ["C", "C", "N", "H", "H", "H", "H", "H", "C", "C", "H", "H", "H", "H"], "xyz": [[0.5370, 1.1631, -1.3001], [-0.7541, 1.3971, -1.1776], [-1.7441, 0.3578, -1.3047], [0.8484, 0.1331, -1.4060], [1.2809, 1.9149, -1.0882], [-1.1670, 2.4003, -1.0636], [-2.2373, 0.2423, -0.4267], [-2.4349, 0.6265, -1.9957], [0.6879, -1.2886, 1.0120], [1.1887, -1.4981, 2.2187], [1.2038, -1.5331, 0.0976], [-0.3280, -0.9332, 0.9241], [2.2427, -1.7141, 2.3641], [0.6760, -1.2681, 3.1459]], "forces_ev_per_a": [[-0.047, -0.394, 0.724], [-0.767, 0.300, -0.466], [0.342, -0.083, -0.046], [0.162, 0.058, -0.219], [0.027, 0.167, -0.300], [0.363, 0.081, 0.186], [-0.043, -0.005, -0.014], [-0.056, -0.027, 0.050], [-0.532, -0.339, 0.539], [0.842, 0.639, 0.141], [0.220, 0.129, -0.012], [-0.126, -0.053, -0.235], [-0.077, -0.452, -0.142], [-0.308, -0.021, -0.207]], "mulliken_charge": [-0.603, -0.089, -0.603, 0.266, 0.238, 0.317, 0.224, 0.248, -0.275, -0.539, 0.215, 0.112, 0.243, 0.248], "lumo_energy_ev": 1.13, "homo_lumo_gap_ha": 0.3952, "homo_ha": -0.354, "e_above_lowest_ev": 1.7651, "fmax_ev_per_a": 1.1, "smiles": "C=CN.C=C"}


# 7
{"formula": "C4H9N", "method": "ωB97M-V with the def2-TZVPD basis set", "elements": ["C", "C", "C", "N", "C", "H", "H", "H", "H", "H", "H", "H", "H", "H"], "xyz": [[-1.3960, 1.1565, -1.7407], [-1.0141, 0.2358, -0.6104], [0.0748, 0.4656, 0.3740], [0.3786, -0.7022, 1.2418], [1.7071, -1.2658, 0.9840], [-2.3618, 0.8629, -2.2633], [-0.7545, 1.8110, -2.3550], [-1.3962, 1.4264, -0.5372], [-1.4191, -0.7144, -0.7835], [-0.1263, 1.4767, 0.8535], [0.5593, -0.3513, 2.2314], [2.4243, -0.4595, 1.0275], [1.6356, -2.2235, 1.6219], [1.6881, -1.7182, -0.0439]], "forces_ev_per_a": [[-0.681, 0.044, 0.836], [5.846, -0.817, -0.056], [-4.587, -0.818, -0.644], [0.176, 2.552, 1.051], [-1.931, -2.653, -1.339], [1.263, 0.557, 1.225], [-0.008, -0.570, 0.987], [-2.374, 2.749, -1.451], [-0.737, -1.588, 0.649], [1.406, -1.040, -0.484], [-1.116, -0.280, -1.562], [1.015, -0.568, 0.510], [1.454, 1.745, -0.368], [0.275, 0.688, 0.646]], "mulliken_charge": [-0.812, -0.026, -0.478, -0.369, -0.829, 0.229, 0.288, 0.126, 0.463, 0.208, 0.259, 0.388, 0.297, 0.257], "lumo_energy_ev": 0.82, "homo_lumo_gap_ha": 0.3022, "homo_ha": -0.272, "e_above_lowest_ev": 5.5823, "fmax_ev_per_a": 5.9}


# 8
{"formula": "C4H9N", "method": "ωB97M-V with the def2-TZVPD basis set", "elements": ["N", "C", "C", "C", "C", "H", "H", "H", "H", "H", "H", "H", "H", "H"], "xyz": [[-0.2194, -0.1944, -0.4517], [0.9270, 0.6207, -0.2506], [0.3849, 2.0325, -0.0926], [-0.9446, 1.8864, 0.3200], [-1.2009, 0.4019, 0.4134], [1.1572, -6.7445, -0.1074], [1.6630, 0.5544, -1.0551], [1.5109, 0.4096, 0.6871], [1.1817, -6.7974, -0.8326], [1.0053, 2.9172, -0.0675], [-0.5789, 1.9837, -0.9181], [-1.5945, 2.6650, 0.7027], [-2.2220, 0.1131, 0.1602], [-1.0696, 0.1519, 1.4921]], "forces_ev_per_a": [[-0.286, 0.272, 0.089], [-0.112, -0.432, -0.537], [0.113, -0.594, 1.587], [0.865, -0.048, 1.268], [0.240, -0.696, -0.963], [-0.018, 0.038, 0.524], [-0.028, -0.032, -0.074], [-0.112, 0.395, 0.194], [0.018, -0.038, -0.524], [-0.427, 0.419, -0.296], [-0.343, 0.042, -1.170], [0.085, 0.269, -0.417], [-0.043, 0.073, -0.016], [0.048, 0.332, 0.335]], "mulliken_charge": [-0.699, -0.512, -0.300, -0.336, -0.490, 0.000, 0.336, 0.273, 0.000, 0.409, 0.298, 0.407, 0.343, 0.271], "lumo_energy_ev": -0.11, "homo_lumo_gap_ha": 0.2317, "homo_ha": -0.236, "e_above_lowest_ev": 5.8987, "fmax_ev_per_a": 1.7}